Entry from the OMol25 dataset: the molecule C4H7N3O2S in a non-equilibrium geometry (the ωB97M-V functional and the def2-TZVPD basis).

Calculated values
Energy, Eh: -869.36801
Charge: 0
Lowest unoccupied orbital energy (alpha / beta), eV: -0.87 / -0.87
ΔE to the lowest compared entry with this formula, charge and spin, kcal/mol: 113.9
HOMO (alpha / beta), Eh: -0.2831 / -0.2831
Orbital gap (alpha / beta), eV: 6.828 / 6.831

Atoms and positions in Å:
S (-1.2773, -0.8739, 0.9800)
O (-2.6149, -0.4894, 0.5895)
O (-1.2175, -2.0983, 1.7984)
N (0.7363, 0.9752, 0.0146)
N (-1.7593, 1.4836, 2.1007)
N (1.3774, -1.1788, -2.6319)
C (0.6168, -0.0112, -0.7342)
C (-0.7777, 0.5814, 2.0357)
C (1.3994, -0.0709, -2.0140)
C (-0.1597, -1.2975, -0.4122)
H (0.0473, 0.9522, 2.6688)
H (2.0460, -1.1757, -3.3712)
H (0.5146, -2.1339, -0.2341)
H (-2.6455, 1.4544, 1.5778)
H (1.7994, 0.7897, -2.3757)
H (-0.9694, -1.6284, -1.0466)
H (-1.4186, 2.4011, 2.3400)

Force components x, y, z for each atom (eV/Å):
0.37 -3.14 3.05
0.72 0.59 -0.78
0.17 1.67 -0.59
-1.28 0.32 1.78
0.21 0.16 -0.33
0.34 -0.26 0.91
0.03 -0.32 -0.88
-0.18 1.48 -2.13
-2.45 -2.96 0.99
-0.33 1.68 0.44
0.13 -1.59 -0.65
0.26 0.07 -1.20
-0.32 0.04 0.61
0.89 -0.51 0.11
1.70 2.58 -0.70
0.14 0.00 -0.98
-0.40 0.20 0.36